Entry 1:
Here is C2HBr3ClF as an isolated structure from the OMol25 dataset. Energies are from ωB97M-V/def2-TZVPD.

## Properties
ΔE to the lowest compared entry with this formula, charge and spin = 274.2 kJ/mol
charge = 0
E_tot = -227453.744 eV

Each line ends with the Löwdin charge.
Cartesian coordinates (Å):
1 F -1.03 -1.32 1.46  -0.0198
2 C 0.35 0.05 -1.37  -1.7365
3 Br -1.16 -0.19 -2.49  0.5882
4 Br 0.92 1.84 -1.17  0.5661
5 Cl 1.01 0.22 2.00  0.6006
6 Br 1.71 -1.29 -1.32  0.5773
7 C -0.56 -0.09 1.36  -0.6607
8 H -1.24 0.78 1.53  0.0848

Entry 2:
Here is C2HBr4IS as an isolated structure from the OMol25 dataset. Energies are from ωB97M-V/def2-TZVPD.

## Properties
ΔE to the lowest compared entry with this formula, charge and spin = 213.9 kJ/mol
charge = 0
E_tot = -301193.144 eV

Each line ends with the Löwdin charge.
Cartesian coordinates (Å):
1 I -3.40 2.17 0.05  0.3224
2 S -2.04 0.76 -1.20  -0.2321
3 Br -0.12 0.97 1.65  0.5432
4 Br 2.68 -0.58 1.48  0.5432
5 C 1.13 0.14 0.37  -1.1400
6 Br 0.50 -1.07 -2.17  0.7538
7 H 1.47 0.78 -0.40  0.0089
8 Br -0.58 -2.24 0.60  0.6723
9 C 0.35 -0.93 -0.38  -1.4717

Entry 3:
Here is a 2-piece molecular cluster, C2HBrCl2F2 overall from the OMol25 dataset. Energies are from ωB97M-V/def2-TZVPD.

## Properties
ΔE to the lowest compared entry with this formula, charge and spin = 285.8 kJ/mol
spin multiplicity = 3
charge = 0
E_tot = -102606.329 eV

Each line ends with the Mulliken spin population.
Cartesian coordinates (Å):
1 H 0.36 -0.53 -0.91  0.0049
2 C -2.25 0.66 0.05  0.4894
3 C -1.83 1.31 1.13  0.4086
4 Cl -2.95 1.39 -1.34  0.0679
5 Br -2.19 -1.18 0.04  0.9242
6 F -1.70 2.61 1.18  0.0511
7 Cl 1.05 0.52 -0.63  0.0053
8 F -1.19 0.83 2.19  0.0487

Entry 4:
Here is the molecule C2HBrClF from the OMol25 dataset. Energies are from ωB97M-V/def2-TZVPD.

## Properties
ΔE to the lowest compared entry with this formula, charge and spin = 172.5 kJ/mol
structure (SMILES) = F/C(Cl)=C/Br
charge = 0
E_tot = -87368.102 eV

Each line ends with the Löwdin charge.
Cartesian coordinates (Å):
1 Br 0.39 2.31 -0.02  0.6922
2 C -0.55 0.78 0.09  -0.6233
3 F -0.42 -1.99 0.12  0.0086
4 C 0.26 -0.88 -0.07  -0.7503
5 Cl 1.94 -0.91 -0.09  0.6799
6 H -1.61 0.69 -0.04  -0.0071

Entry 5:
Here is the molecule C2HBrF2O from the OMol25 dataset. Energies are from ωB97M-V/def2-TZVPD.

## Properties
ΔE to the lowest compared entry with this formula, charge and spin = 109.6 kJ/mol
structure (SMILES) = O=CC(F)(F)Br
charge = 0
E_tot = -79613.479 eV

Each line ends with the Löwdin charge.
Cartesian coordinates (Å):
1 O -1.13 0.88 -1.38  0.0936
2 C -0.77 0.75 -0.26  -0.1667
3 F 1.63 0.34 0.64  0.0945
4 H -1.31 0.73 0.69  0.0758
5 Br -0.19 -1.66 1.28  0.7060
6 C 0.67 -0.30 0.08  -0.9014
7 F 1.11 -0.74 -1.06  0.0982

Entry 6:
Here is the molecule C2HBrF4O2S from the OMol25 dataset. Energies are from ωB97M-V/def2-TZVPD.

## Properties
ΔE to the lowest compared entry with this formula, charge and spin = 0.0 kJ/mol
structure (SMILES) = O=S(=O)(F)[C@H](F)C(F)(F)Br
charge = 0
E_tot = -97931.065 eV

Each line ends with the Löwdin charge.
Cartesian coordinates (Å):
1 F 0.32 2.68 0.43  -0.1208
2 H 0.84 0.37 -1.33  0.1274
3 F 0.96 -1.85 -0.69  0.0942
4 C 0.00 0.23 -0.73  -0.3161
5 S 0.27 1.19 0.88  0.6835
6 F -0.16 -1.38 1.07  0.0163
7 F -1.12 0.53 -1.32  0.0133
8 O 1.46 0.67 1.47  -0.2207
9 C -0.11 -1.29 -0.29  -1.0205
10 O -0.94 1.02 1.58  -0.2284
11 Br -1.53 -2.17 -1.07  0.9718

Entry 7:
Here is C2HCdLiO2 as an isolated structure from the OMol25 dataset. Energies are from ωB97M-V/def2-TZVPD.

## Properties
charge = +2
E_tot = -10932.014 eV

Each line ends with the Löwdin charge.
Cartesian coordinates (Å):
1 C 1.45 0.39 -1.92  -0.2795
2 H 1.73 1.22 -2.56  0.1464
3 O 2.93 -1.16 -0.66  0.2783
4 Cd -0.99 1.68 -1.42  1.6435
5 Li 0.44 -1.03 -0.43  0.8514
6 C 2.27 -0.40 -1.27  -0.1256
7 O 0.16 0.29 -1.64  -0.5145

Entry 8:
Here is a 2-piece molecular cluster, C2HCl2N overall from the OMol25 dataset. Energies are from ωB97M-V/def2-TZVPD.

## Properties
ΔE to the lowest compared entry with this formula, charge and spin = 0.0 kJ/mol
spin multiplicity = 3
charge = 0
E_tot = -28620.145 eV

Each line ends with the Mulliken spin population.
Cartesian coordinates (Å):
1 H 1.55 -0.57 1.05  0.0010
2 C 0.80 0.05 1.50  0.0007
3 N 0.06 0.88 1.70  0.0001
4 C 2.44 0.16 -2.17  1.5905
5 Cl 3.13 0.85 -0.78  0.2054
6 Cl 2.96 0.95 -3.59  0.2023